[1]
{
  "formula": "C31H44FeN4P2",
  "method": "wB97M-V/def2-TZVPD",
  "elements": ["Fe", "P", "P", "N", "N", "N", "N", "C", "C", "C", "C", "C", "C", "C", "C", "C", "C", "C", "C", "C", "C", "C", "C", "C", "C", "C", "C", "C", "C", "C", "C", "C", "C", "C", "C", "C", "C", "C", "H", "H", "H", "H", "H", "H", "H", "H", "H", "H", "H", "H", "H", "H", "H", "H", "H", "H", "H", "H", "H", "H", "H", "H", "H", "H", "H", "H", "H", "H", "H", "H", "H", "H", "H", "H", "H", "H", "H", "H", "H", "H", "H", "H"],
  "positions_angstrom": [[0.2373, -0.8150, 3.0743], [1.9851, -0.9528, -1.8897], [-2.0036, -0.2381, -1.7347], [2.5060, -2.1993, -3.0192], [3.2975, 0.0910, -2.3662], [-3.4432, -0.7837, -2.5325], [-2.1467, 1.4434, -2.3117], [5.3128, 1.1121, -2.2047], [0.6349, -0.1518, -2.8811], [-1.8411, 3.3734, -3.4877], [-0.1314, -0.5647, 5.0547], [-0.9059, 0.6392, 1.0053], [2.6753, -2.1474, -4.4047], [-2.6358, -0.1608, 5.3724], [1.5846, -2.2354, 3.4520], [-1.8091, 3.6867, -2.0927], [-1.0662, 0.3745, 7.2163], [-1.2118, 1.9368, 3.1047], [1.2085, 2.4020, 2.2404], [-5.0215, -1.1518, -4.1322], [1.5289, -0.0367, 1.4961], [-2.0163, 1.9962, -3.5964], [0.2971, -0.2226, 0.6480], [-4.1885, -0.1959, -3.5666], [2.9851, -3.4197, -4.8673], [-1.2225, 0.3114, 5.6961], [-2.0641, 2.5159, -1.4022], [3.5681, 0.6851, -3.5994], [2.6965, -3.5238, -2.6082], [3.0061, -4.2870, -3.7222], [4.8029, 1.3207, -3.5293], [1.7487, 1.0300, 2.3631], [-1.2855, 0.7029, 2.4691], [-3.9062, -2.1095, -2.3890], [-0.0131, 2.7770, 3.1720], [-0.6730, -0.9694, -2.8525], [-4.8507, -2.3618, -3.3722], [4.3786, 0.3559, -1.5082], [-1.1119, -0.6284, 7.6562], [3.1482, -3.6925, -5.9015], [0.5445, 0.0630, -0.3915], [-5.6783, -0.9948, -4.9785], [-3.3440, 0.2555, 6.0981], [-0.3258, 3.8025, 2.8972], [1.2853, -3.0663, 2.7833], [-1.8709, 0.9788, 7.6466], [5.2825, 1.8701, -4.3292], [-0.7663, 1.6606, 0.6157], [-5.3698, -3.2967, -3.5390], [2.8661, 0.6222, -4.4176], [-1.1025, 1.3366, 5.3139], [-0.5236, -1.9931, -2.4498], [1.9992, 3.1067, 2.5589], [-2.0927, 2.3168, 3.6255], [-2.0396, -0.0513, 2.7774], [-1.7885, 0.2212, 0.4647], [3.2116, -5.3440, -3.7316], [2.3288, -0.7541, 1.2589], [2.5745, 0.9008, 3.0648], [2.5529, -1.2261, -4.9482], [0.9044, 0.0654, -3.9295], [-1.0642, -1.0861, -3.8804], [-0.2929, -1.6049, 5.3827], [-2.2769, 2.3573, -0.3573], [-2.6998, -1.2505, 5.4389], [-4.0635, 0.8473, -3.7916], [0.0253, -1.2953, 0.5925], [-2.9909, 0.1394, 4.3845], [0.3379, 2.8438, 4.2253], [-1.7667, 4.0784, -4.3059], [-1.6304, 4.6630, -1.6622], [-0.1164, 0.8462, 7.4784], [4.3532, -0.0329, -0.4985], [2.6201, -1.9344, 3.2045], [0.4636, 0.8150, -2.3802], [6.2546, 1.4776, -1.8241], [-3.5248, -2.7293, -1.5896], [-2.1892, 1.4045, -4.4812], [1.5149, -2.5575, 4.5060], [0.9514, 2.6564, 1.1956], [2.5605, -3.7705, -1.5653], [0.8322, -0.2472, 5.4893]],
  "atomic_forces_ev_per_a": [[0.52, 0.86, 1.11], [1.56, -0.41, -2.45], [-0.71, 0.70, -1.94], [-0.71, -1.02, -0.10], [0.59, 1.11, 0.61], [-1.34, -0.99, -0.39], [0.45, 0.45, 0.28], [-0.84, -0.55, 0.15], [-0.17, 0.15, 0.23], [0.10, -1.35, 0.31], [-0.68, 0.24, 0.78], [0.00, -0.16, 0.17], [-0.02, -1.08, 0.25], [-0.30, 0.04, 0.11], [0.42, -0.80, -0.27], [-0.46, -0.79, 0.14], [0.02, 0.15, -0.07], [-1.09, -1.33, -0.16], [-1.32, 1.27, 0.79], [0.78, 0.31, 1.04], [0.35, 0.84, 0.20], [0.09, 0.95, 0.48], [0.17, 0.80, -1.34], [0.06, -1.15, -0.19], [-0.32, 0.77, 0.99], [0.29, -0.12, -0.22], [0.33, 0.25, -0.84], [0.85, 0.48, 0.62], [0.02, 0.27, -1.13], [-0.26, 0.71, 0.35], [-0.95, -0.66, 0.49], [0.39, -1.96, -1.02], [-0.59, 0.65, 0.37], [-0.20, 0.68, -0.92], [0.84, 1.12, -1.07], [-0.47, -0.05, -0.25], [0.61, 0.56, 0.34], [-0.04, 0.47, -1.17], [0.06, 0.13, -0.02], [0.06, 0.05, 0.19], [-0.24, -0.28, 0.49], [0.02, 0.01, 0.25], [0.00, -0.07, -0.12], [0.36, -0.13, 0.23], [0.38, -0.05, 0.30], [0.06, -0.04, 0.10], [-0.12, -0.10, 0.13], [0.12, -0.63, 0.28], [0.09, 0.14, 0.14], [0.22, 0.16, 0.20], [-0.08, -0.17, 0.19], [-0.06, 0.39, -0.22], [-0.19, -0.36, -0.32], [0.40, -0.39, 0.59], [-0.04, 0.93, -0.38], [0.83, 0.52, 0.85], [0.01, -0.01, 0.07], [-0.51, 0.12, 0.77], [0.03, 0.09, -0.31], [0.04, -0.23, 0.02], [0.04, -0.12, 0.63], [0.06, 0.01, 0.51], [0.02, 0.15, 0.08], [0.20, 0.03, -0.14], [-0.01, 0.00, 0.01], [-0.10, -0.13, -0.07], [0.15, 0.17, 0.07], [0.06, -0.06, 0.11], [-0.23, -0.20, -0.40], [0.06, -0.21, 0.09], [-0.25, -0.15, 0.01], [0.02, -0.16, 0.11], [0.12, 0.12, -0.14], [-0.40, -0.25, 0.20], [0.17, 0.00, -0.29], [-0.09, -0.07, 0.04], [0.01, -0.02, -0.15], [0.35, -0.08, 0.08], [0.13, 0.01, -0.56], [0.18, -0.21, 0.48], [0.14, -0.10, -0.11], [-0.06, -0.23, -0.25]],
  "e_lumo_ha": [0.002, 0.005],
  "e_above_lowest_ev": 0.000,
  "charge": 0,
  "spin_multiplicity": 5,
  "max_force_ev_per_a": 2.931,
  "homo_ev": [-6.1, -7.9],
  "e_tot_ha": -3372.8144
}


[2]
{
  "formula": "C31H44N2OPdSSb2",
  "method": "wB97M-V/def2-TZVPD",
  "elements": ["Sb", "Sb", "Pd", "S", "O", "N", "N", "C", "C", "C", "C", "C", "C", "C", "C", "C", "C", "C", "C", "C", "C", "C", "C", "C", "C", "C", "C", "C", "C", "C", "C", "C", "C", "C", "C", "C", "C", "C", "H", "H", "H", "H", "H", "H", "H", "H", "H", "H", "H", "H", "H", "H", "H", "H", "H", "H", "H", "H", "H", "H", "H", "H", "H", "H", "H", "H", "H", "H", "H", "H", "H", "H", "H", "H", "H", "H", "H", "H", "H", "H", "H", "H"],
  "positions_angstrom": [[-0.6021, 0.0303, 2.1944], [-0.8262, -3.1858, 0.6206], [-0.2176, 0.0584, -0.4884], [-2.5011, 1.1222, -0.7734], [1.3973, -1.5245, -0.4774], [-3.8490, 2.1948, -2.7222], [-2.6143, 0.3413, -3.3009], [1.5307, 6.7696, -0.6591], [-1.4440, -2.4789, -1.3414], [-2.6761, -3.7177, 5.3253], [2.7409, -1.0347, -5.0420], [-1.4025, -5.2047, 0.0751], [2.0926, -1.2034, -2.7219], [-2.3871, -2.4186, 4.9608], [0.8276, 0.1912, -4.2523], [0.6391, 2.0848, -0.2405], [1.6753, -0.1795, -5.2886], [-2.6076, -1.9641, 3.6616], [2.6396, 2.1385, 1.2555], [1.0321, -0.3215, -2.9901], [2.5281, 4.7013, -1.3767], [0.9788, 6.1203, 0.4393], [2.0491, 2.5300, -0.1168], [2.2628, -1.7073, -1.3606], [2.9562, -1.5418, -3.7760], [-3.3716, -4.2111, 3.0839], [1.9685, 4.0350, -0.2892], [3.5110, -2.4490, -1.0106], [0.8218, -0.9792, 3.4601], [-2.9862, -2.5921, 1.2823], [1.1901, 4.7690, 0.6148], [-3.0374, -2.9064, 2.6784], [-3.2092, -4.6094, 4.3856], [-0.5176, 1.9664, 3.1562], [-3.0145, 1.2197, -2.3776], [2.9245, 1.8295, -1.1749], [2.3066, 6.0533, -1.5626], [-2.4546, -0.5496, 3.3443], [0.5036, 2.3349, 3.1518], [3.5413, -3.3969, -1.5465], [-0.6182, -2.5714, -2.0432], [-2.4423, -5.2555, -0.2399], [-2.2863, -3.0693, -1.6941], [0.6246, -0.6921, 4.4874], [1.8333, -0.6875, 3.1947], [3.4136, -1.2926, -5.8453], [1.3309, 7.8168, -0.8255], [-0.1140, 2.8008, -0.5769], [0.3728, 6.6645, 1.1494], [0.0202, 0.8866, -4.4326], [-2.3546, 0.0468, 4.2442], [-1.7523, -1.4271, -1.2167], [0.7062, 4.2620, 1.4365], [-2.0205, -1.7232, 5.6997], [-1.2465, -5.8755, 0.9108], [-3.0277, -1.5399, 1.0195], [-3.4620, -5.6135, 4.6850], [-3.2656, -0.1606, 2.7318], [4.3864, -1.8699, -1.2989], [2.2900, 2.8027, 2.0378], [-3.7574, -4.8987, 2.3460], [3.5331, -2.6484, 0.0591], [-0.8501, 1.8594, 4.1843], [3.9390, 2.2135, -1.1169], [-1.9963, -0.4220, -3.0630], [1.5104, 0.2024, -6.2826], [-2.5092, -4.0430, 6.3402], [2.9459, 0.7631, -0.9553], [-4.2524, 2.2603, -3.6436], [2.3401, 1.1118, 1.4784], [-2.9917, 0.3674, -4.2345], [-0.7705, -5.5261, -0.7475], [-1.1632, 2.6705, 2.6367], [3.7244, 2.1901, 1.2358], [2.5381, 1.9697, -2.1819], [3.7824, -2.2149, -3.6110], [0.7165, -2.0557, 3.3520], [0.3831, 0.0135, -2.1292], [-4.1444, 2.8609, -2.0265], [3.1221, 4.1683, -2.0988], [-3.6211, -3.2072, 0.6555], [2.7348, 6.5490, -2.4212]],
  "atomic_forces_ev_per_a": [[0.17, 0.50, 1.02], [-0.83, -0.61, -0.76], [-0.59, 0.75, 1.48], [0.36, 0.00, 0.78], [0.88, 0.02, -0.56], [-0.11, -0.09, -0.19], [-0.06, 0.07, -0.28], [0.03, -0.15, -0.13], [0.08, 0.07, 0.37], [0.17, 0.29, 0.10], [-0.05, 0.12, -0.20], [0.12, 0.23, 0.37], [-0.46, 0.44, -0.56], [0.05, 0.23, -0.15], [-0.20, 0.06, 0.09], [-0.66, -0.13, -0.34], [0.13, -0.13, 0.18], [0.11, 0.14, 0.70], [-0.18, 0.07, -0.19], [0.08, -0.19, 0.40], [-0.15, -0.26, 0.26], [0.05, 0.16, -0.12], [0.51, -0.39, 0.15], [-0.22, -0.06, 0.72], [-0.26, -0.01, 0.47], [-0.17, -0.73, 0.63], [0.03, 0.38, -0.06], [-0.16, -0.08, 0.26], [-0.31, 0.07, -0.29], [-0.45, 0.07, 0.62], [0.21, -0.17, -0.26], [0.20, 0.06, -0.88], [-0.17, -0.28, -0.75], [-0.11, -0.34, -0.31], [0.11, -0.15, -0.17], [-0.21, 0.24, 0.16], [-0.17, 0.38, 0.19], [0.58, 0.38, -0.51], [0.04, -0.06, -0.10], [0.07, -0.07, -0.09], [0.06, 0.05, -0.05], [-0.03, 0.13, -0.04], [-0.07, -0.06, 0.05], [-0.03, 0.06, 0.14], [0.05, 0.07, -0.09], [0.04, -0.08, -0.06], [0.06, 0.11, 0.03], [-0.04, -0.28, 0.12], [-0.03, 0.06, 0.01], [-0.03, 0.05, 0.00], [-0.03, 0.08, 0.07], [-0.04, -0.45, -0.21], [0.00, -0.07, 0.17], [0.00, 0.08, 0.11], [0.03, -0.16, 0.12], [0.17, 0.08, -0.12], [-0.06, -0.12, 0.01], [-0.07, 0.02, -0.01], [0.06, 0.00, -0.03], [-0.05, 0.00, 0.15], [0.00, -0.10, -0.07], [0.00, 0.03, -0.06], [-0.04, -0.08, 0.09], [0.18, 0.01, -0.08], [-0.22, 0.21, 0.05], [0.01, 0.09, -0.13], [-0.01, -0.02, 0.12], [0.05, -0.03, 0.02], [0.00, 0.02, 0.01], [0.10, -0.09, 0.12], [0.07, -0.03, -0.07], [0.11, 0.00, -0.11], [0.00, 0.00, -0.06], [0.14, 0.02, 0.01], [0.01, 0.00, -0.09], [0.11, -0.04, 0.04], [0.01, -0.03, -0.01], [0.71, -0.07, -1.87], [0.05, -0.05, -0.02], [0.13, -0.10, -0.11], [0.12, -0.18, -0.17], [0.03, 0.07, -0.05]],
  "e_lumo_ha": [-0.202, -0.315],
  "charge": 2,
  "spin_multiplicity": 5,
  "max_force_ev_per_a": 2.002,
  "homo_ev": [-12.0, -12.7],
  "e_tot_ha": -2398.2742
}


[3]
{
  "formula": "C31H45AsBN8O6S3W",
  "method": "wB97M-V/def2-TZVPD",
  "elements": ["W", "As", "S", "S", "S", "O", "O", "O", "O", "O", "O", "N", "N", "N", "N", "N", "N", "N", "N", "C", "C", "C", "C", "C", "C", "C", "C", "C", "C", "C", "C", "C", "C", "C", "C", "C", "C", "C", "C", "C", "C", "C", "C", "C", "C", "C", "C", "C", "C", "C", "B", "H", "H", "H", "H", "H", "H", "H", "H", "H", "H", "H", "H", "H", "H", "H", "H", "H", "H", "H", "H", "H", "H", "H", "H", "H", "H", "H", "H", "H", "H", "H", "H", "H", "H", "H", "H", "H", "H", "H", "H", "H", "H", "H", "H", "H"],
  "positions_angstrom": [[0.1328, -0.5436, 0.4944], [2.6133, -1.0111, 2.7623], [0.7169, -3.5047, 0.5520], [-2.2461, -0.3746, 0.6667], [-0.9927, -2.0904, 3.3588], [0.9328, -4.6313, -0.3054], [4.1084, -1.4138, 1.8841], [-0.6889, -3.0808, 0.6431], [-0.1317, -1.1966, 2.3140], [1.7804, -0.2384, 1.3782], [1.4317, -2.2401, 0.1409], [0.0600, 2.3309, -1.0534], [-0.0819, 1.4254, 1.6023], [-0.4616, -1.3530, -1.3964], [0.8383, 2.3619, 1.2665], [-0.7727, 1.2567, -1.0083], [2.2626, 1.3688, -0.6248], [1.7864, 0.1790, -1.0767], [-1.1612, -3.3963, -2.5471], [2.3470, -4.6654, 4.5980], [2.8118, -1.5158, -2.7810], [-1.4237, 1.0035, 4.9899], [3.5414, 1.5227, -0.9463], [-1.7659, 1.1584, 3.5081], [1.8983, -1.1233, -3.9484], [2.0869, -2.9273, 2.9147], [-2.5946, -2.2237, 2.7230], [1.2138, -5.1745, 2.5557], [2.5387, -3.3617, 4.1572], [-0.3126, 3.1886, -1.9997], [-4.2028, 1.3630, -1.5215], [-3.1647, -0.6752, -2.6157], [1.6822, -5.5749, 3.7973], [-0.4016, -4.0801, -3.5978], [-3.0725, -1.5948, 1.6560], [2.8110, -0.4057, -1.7483], [-3.0459, 1.9777, 3.3182], [1.4077, -3.8678, 2.1288], [-0.6415, 1.8118, 2.7634], [-1.7179, 1.4717, -1.9680], [-3.0421, 0.8228, -2.3705], [-0.7326, -2.3372, -1.9488], [-0.0562, 3.0176, 3.1647], [3.9436, 0.4024, -1.6400], [-2.2468, -4.1486, -1.8979], [-1.4293, 2.6813, -2.6098], [0.8536, 3.3311, 2.1831], [2.6450, -2.9644, -2.3484], [-3.3421, -3.2577, 3.5308], [-4.4446, -1.8587, 1.0915], [1.3067, 2.4761, -0.1798], [-2.2280, 0.4720, 5.5006], [-4.3290, -2.8950, 3.8138], [1.9992, -1.8422, -4.7644], [2.1681, -0.1402, -4.3362], [2.9325, -3.6090, -3.1826], [-3.1906, 1.2661, -3.3583], [3.2864, -3.2031, -1.5010], [-3.2964, 2.0766, 2.2607], [-5.0289, -2.4956, 1.7522], [-2.0039, 3.1273, -3.4031], [-4.1598, 2.4505, -1.4559], [0.1062, -4.9470, -3.1738], [-5.1506, 1.0897, -1.9888], [4.7132, -0.6627, 1.8709], [-0.5014, 0.4387, 5.1297], [-2.6794, -3.5433, -1.1069], [-1.9444, 0.1752, 3.0979], [-3.8796, 1.4910, 3.8270], [-1.3059, 1.9741, 5.4747], [4.0567, 2.4384, -0.7077], [-4.1453, -0.8646, -3.0571], [-0.2915, 3.5828, 4.0488], [-3.0014, -4.3910, -2.6442], [-1.0996, -4.3939, -4.3718], [1.6318, -3.2199, -2.0652], [1.5313, -6.5930, 4.1294], [3.0592, -2.6652, 4.8077], [-3.4518, -4.1854, 2.9673], [3.8298, -1.4551, -3.1724], [1.8246, 3.5410, -0.3492], [-2.8098, -3.4968, 4.4545], [0.2461, 4.0944, -2.1638], [-2.9333, 2.9800, 3.7356], [-1.8335, -5.0582, -1.4617], [1.4926, 4.1881, 2.0500], [0.7065, -5.8752, 1.9060], [-3.0937, -1.2525, -1.6972], [-4.3764, -2.3527, 0.1185], [-4.1932, 0.9648, -0.5100], [2.7218, -4.9644, 5.5679], [4.8999, 0.2188, -2.0980], [-4.9956, -0.9287, 0.9397], [0.3309, -3.4043, -4.0247], [-2.4131, -1.0213, -3.3256], [0.8522, -1.0695, -3.6485]],
  "atomic_forces_ev_per_a": [[0.59, 0.46, 0.25], [0.15, -0.13, 0.11], [-0.19, 0.04, -0.09], [-0.18, -0.02, -0.06], [0.10, -0.05, 0.07], [0.07, -0.01, 0.00], [0.01, -0.01, -0.02], [0.03, -0.38, 0.09], [-0.05, -0.01, -0.29], [-0.19, 0.12, -0.05], [-0.24, 0.06, 0.08], [-0.01, 0.03, 0.00], [0.09, -0.06, -0.13], [0.00, -0.07, -0.01], [-0.03, 0.02, 0.01], [-0.01, -0.03, -0.02], [-0.02, 0.05, -0.01], [-0.06, 0.03, -0.07], [-0.03, 0.01, 0.09], [0.02, 0.02, 0.03], [-0.03, 0.03, 0.03], [0.00, 0.00, -0.01], [0.04, -0.09, 0.06], [0.01, 0.00, 0.01], [0.00, 0.00, 0.01], [-0.10, 0.02, -0.07], [-0.11, -0.05, -0.01], [0.03, 0.04, 0.03], [-0.01, -0.02, 0.00], [0.00, -0.03, -0.01], [0.01, 0.00, -0.01], [0.01, 0.00, 0.01], [-0.02, -0.03, -0.02], [0.03, -0.02, 0.05], [-0.04, 0.00, 0.00], [0.08, -0.08, 0.02], [0.00, 0.01, -0.01], [0.05, -0.01, 0.07], [-0.04, 0.04, 0.09], [0.02, -0.04, 0.00], [0.00, 0.02, 0.02], [0.03, -0.02, -0.15], [0.04, 0.00, -0.07], [-0.05, 0.09, -0.04], [0.01, 0.00, -0.04], [-0.02, 0.05, 0.00], [-0.01, -0.01, 0.05], [0.03, -0.03, -0.03], [-0.01, 0.01, -0.01], [0.01, -0.01, 0.01], [0.04, -0.02, -0.01], [0.01, 0.00, 0.00], [0.00, 0.00, 0.00], [0.00, 0.00, 0.01], [0.00, 0.00, 0.00], [0.00, 0.00, 0.01], [-0.01, 0.00, -0.01], [-0.01, 0.00, -0.01], [0.01, -0.01, 0.00], [-0.01, 0.00, -0.01], [0.00, 0.00, 0.01], [0.00, 0.00, 0.00], [0.00, 0.00, -0.01], [0.01, 0.00, 0.00], [0.00, 0.00, 0.00], [0.00, 0.00, 0.00], [-0.01, 0.00, 0.01], [-0.01, 0.05, 0.02], [0.00, 0.00, 0.00], [-0.01, 0.00, 0.00], [0.00, -0.01, 0.00], [0.00, 0.00, 0.00], [0.00, 0.00, -0.01], [0.00, 0.00, -0.01], [-0.01, -0.01, 0.01], [0.01, 0.03, -0.03], [0.00, 0.00, 0.00], [0.00, 0.00, 0.01], [0.00, 0.00, 0.00], [0.01, -0.01, -0.01], [0.00, 0.00, 0.02], [0.01, 0.01, -0.01], [0.00, -0.01, 0.00], [0.00, 0.00, 0.00], [0.00, 0.00, 0.01], [-0.01, 0.00, 0.01], [0.00, 0.00, 0.00], [0.00, -0.01, 0.01], [0.00, 0.01, 0.00], [0.01, -0.02, 0.02], [0.00, 0.01, 0.00], [-0.01, 0.01, -0.01], [0.01, 0.00, 0.01], [0.00, 0.03, -0.02], [-0.01, 0.00, 0.00], [-0.04, -0.01, 0.01]],
  "e_lumo_ha": -0.176,
  "e_above_lowest_ev": 0.000,
  "charge": 1,
  "spin_multiplicity": 1,
  "max_force_ev_per_a": 0.791,
  "homo_ev": -10.0,
  "e_tot_ha": -5619.8875
}